Density functional theory data (ωB97M-V/def2-TZVPD) for C24H26FN3O in the gas phase.

Positions of all 55 atoms, in Å:
H (3.316, -0.001, -0.953)
C (1.518, 2.012, -0.925)
H (2.664, 3.558, 2.908)
H (4.140, 3.166, 2.011)
O (0.399, -3.458, 1.793)
C (1.823, -2.002, 0.559)
H (5.089, -3.136, 0.592)
C (-5.792, 1.635, -1.536)
C (3.134, 2.828, 2.255)
C (4.507, -1.180, 1.290)
H (-1.906, 0.670, -1.416)
C (-5.345, -1.092, -1.732)
C (3.487, 0.593, -0.039)
H (4.547, -1.495, 2.338)
C (-0.736, -1.916, 0.427)
C (-0.737, -0.748, -0.334)
N (3.443, -0.202, 1.179)
H (-5.968, 2.697, -1.452)
H (4.341, -2.128, -0.647)
C (4.292, -2.415, 0.406)
C (0.487, -2.551, 0.991)
C (2.492, 1.705, 0.002)
H (4.497, 1.015, -0.102)
N (0.855, 3.093, -0.462)
C (-3.148, -0.849, -0.582)
H (-1.974, -3.439, 1.285)
C (2.333, 2.678, 1.014)
H (-5.170, -2.153, -1.819)
C (-6.503, -0.540, -2.247)
C (-1.922, -0.229, -0.817)
H (1.774, -1.663, -0.479)
H (0.180, -0.225, -0.547)
H (-7.639, 1.250, -2.549)
C (2.165, -0.794, 1.475)
C (-0.251, 3.773, -1.068)
C (-3.125, -2.015, 0.183)
C (-6.731, 0.822, -2.150)
F (-4.282, -2.648, 0.470)
H (3.215, 1.869, 2.762)
H (2.193, -1.151, 2.509)
H (2.746, -3.884, 0.037)
N (1.340, 3.496, 0.710)
H (-0.023, 4.031, -2.103)
H (-3.909, 1.722, -0.529)
H (1.395, -0.024, 1.401)
C (-4.394, -0.281, -1.118)
H (5.454, -0.694, 1.044)
H (-0.432, 4.682, -0.497)
H (1.274, 1.566, -1.869)
H (2.920, -3.425, 1.731)
C (-1.956, -2.541, 0.686)
C (-4.629, 1.089, -1.027)
H (-1.151, 3.153, -1.045)
H (-7.232, -1.178, -2.725)
C (2.935, -3.043, 0.709)

Calculated values
- calculated total energy (eV) = -34545.4834
- SMILES string = Cc1nn(C)cc1CN1CCC[C@@H](C(=O)c2ccc(-c3ccccc3)c(F)c2)C1
- net charge = 0
- gap between HOMO and LUMO (eV) = 8.35

Density functional theory data (ωB97M-V/def2-TZVPD) for 11 unconnected molecules or ions with the total composition C36H74F21N4O25S7 at a distorted geometry.

Positions of all 167 atoms, in Å:
H (-6.876, -2.131, 5.377)
C (-4.549, 5.365, 16.044)
H (-3.988, -0.271, 15.650)
C (-6.028, 2.639, 8.207)
C (-9.081, -3.513, 11.489)
H (-8.481, -1.559, 6.035)
H (1.508, 4.156, 14.025)
F (-11.377, 0.231, 16.394)
C (-10.081, -0.031, 16.643)
C (-0.434, 5.125, 11.845)
C (-10.155, 0.868, 9.457)
H (-5.550, -1.364, 12.282)
F (-1.368, 1.202, 15.739)
H (-5.116, -3.289, 5.535)
C (-4.774, -2.497, 8.922)
H (-8.101, -3.151, 6.080)
O (-4.697, -7.106, 14.159)
O (-3.149, -1.049, 6.950)
H (1.827, 3.670, 11.124)
F (-4.983, 2.174, 7.552)
H (-3.581, -1.729, 5.042)
O (-0.365, -1.566, 18.333)
F (-4.273, 6.244, 17.044)
H (-9.249, 1.125, 11.379)
S (-1.203, -0.435, 17.950)
O (-9.173, -4.571, 8.850)
C (-5.687, 2.318, 14.137)
O (-3.055, 7.123, 14.485)
F (-1.001, -0.751, 15.320)
H (-9.468, 0.153, 9.006)
C (-3.584, -3.399, 9.233)
O (-5.424, -4.805, 14.519)
C (1.350, 3.143, 13.655)
H (-4.413, -1.503, 8.657)
O (-7.291, 1.961, 10.669)
H (-4.501, 0.485, 12.153)
F (-9.651, -2.556, 12.210)
H (-6.789, -2.151, 13.279)
H (-13.424, 0.997, 12.033)
H (-1.375, -1.324, 11.337)
C (-4.054, -1.493, 5.995)
O (-8.321, -2.055, 16.200)
C (-10.255, 3.612, 11.653)
F (-5.699, 2.543, 18.495)
H (-10.025, -0.363, 11.251)
H (0.135, -0.821, 10.686)
H (0.375, 5.511, 12.465)
S (-7.848, 2.036, 19.994)
F (-9.117, -4.665, 12.189)
O (-1.139, 0.765, 11.248)
C (-2.557, 0.199, 6.538)
C (-4.658, -2.828, 6.411)
H (-10.259, 1.384, 13.657)
F (-4.401, 4.097, 16.534)
O (-5.065, -2.135, 14.234)
O (-10.460, -2.613, 17.289)
C (-6.202, -4.377, 7.816)
O (-1.083, 0.730, 18.837)
H (-0.482, 5.495, 10.821)
H (0.066, 3.749, 8.648)
O (-9.286, 2.183, 19.777)
N (-11.385, 1.257, 11.783)
H (-12.060, 2.868, 10.523)
N (-0.253, 3.567, 11.574)
F (-7.096, 2.169, 7.587)
H (-3.922, 1.442, 15.755)
H (-8.190, 4.943, 12.751)
H (-2.761, -3.307, 8.524)
F (-4.744, -4.049, 11.804)
O (-9.998, -2.318, 9.086)
H (1.321, 2.578, 14.586)
H (-11.015, 0.503, 8.895)
H (-5.468, -2.325, 9.745)
C (-8.823, 4.491, 13.515)
C (-7.016, 2.723, 18.407)
C (-0.020, 2.819, 12.936)
H (-1.317, 5.072, 12.482)
H (1.028, 2.272, 10.471)
F (-5.789, 5.478, 15.462)
O (-5.476, 0.566, 9.821)
H (-12.058, 1.525, 13.818)
C (-1.554, 1.690, 10.265)
C (-1.580, 3.059, 10.909)
O (-1.876, 5.227, 15.344)
C (-5.952, -1.453, 13.292)
H (-10.366, 4.692, 11.557)
C (-4.619, 0.617, 15.610)
H (-12.377, 3.253, 12.099)
H (-9.955, 1.864, 9.062)
C (-0.925, -0.565, 10.697)
O (-3.461, 4.858, 13.553)
H (-3.455, -0.270, 13.369)
H (-12.961, 0.948, 10.342)
C (0.894, 4.046, 9.292)
H (-0.793, 3.132, 13.638)
O (-9.622, 3.418, 12.974)
F (-7.812, -3.100, 11.285)
H (-2.593, 1.431, 10.064)
F (-5.706, -5.970, 11.544)
O (-11.295, -4.114, 9.978)
H (-13.755, -1.428, 11.510)
H (1.792, 3.855, 8.704)
C (-7.603, -2.187, 6.188)
H (2.268, 2.676, 13.298)
C (-4.663, -5.426, 12.039)
S (-9.970, -3.655, 9.680)
H (-4.829, 2.985, 14.052)
F (-7.553, 2.048, 17.371)
H (-9.512, 3.370, 10.893)
S (-9.811, -1.844, 16.198)
S (-5.970, 1.909, 10.121)
C (-0.659, 0.157, 16.180)
H (0.902, 5.133, 9.375)
H (-6.508, -4.366, 8.862)
C (-6.409, -0.068, 13.853)
H (-2.039, 0.072, 5.587)
F (-7.268, 4.032, 18.306)
H (-1.976, 3.751, 10.165)
O (-3.000, -5.350, 14.267)
C (0.926, 3.349, 10.602)
O (-7.402, 0.630, 20.072)
H (-12.291, -1.452, 10.522)
C (-12.754, -1.010, 11.404)
H (-6.682, -0.911, 7.565)
C (-6.905, -1.976, 7.518)
H (-4.833, -0.767, 5.764)
O (-10.445, -2.053, 14.856)
C (-12.709, 0.566, 11.332)
H (-3.040, -3.202, 10.157)
H (-8.168, 4.049, 14.266)
C (-3.966, 0.651, 13.089)
H (-3.795, -3.433, 6.689)
F (0.642, 0.334, 16.090)
O (-2.609, -0.862, 17.808)
F (-9.630, 0.114, 17.910)
H (-3.905, -4.440, 9.209)
H (-2.267, 3.086, 11.754)
C (-11.230, 1.019, 13.322)
H (-5.124, -3.094, 14.231)
S (-4.392, -5.685, 13.924)
H (-1.039, 1.673, 9.304)
H (-3.398, 1.567, 12.927)
O (-7.326, 2.838, 21.112)
H (-7.515, -2.150, 8.404)
H (-6.959, -4.650, 7.082)
H (-6.975, -0.237, 14.769)
F (-6.084, 3.986, 8.095)
O (-5.062, 2.842, 10.784)
H (-5.384, 0.470, 16.373)
C (-10.160, 0.683, 10.976)
H (-5.369, -5.080, 7.817)
F (-3.591, -6.005, 11.453)
H (-1.776, 0.576, 7.198)
H (-1.359, -0.653, 9.701)
H (-9.569, 5.179, 13.915)
H (-6.366, 2.515, 14.967)
S (-3.102, 5.678, 14.714)
H (-12.193, -1.348, 12.276)
F (-9.341, 0.696, 15.804)
N (-5.601, -2.891, 7.696)
C (-11.599, 2.772, 11.506)
H (-3.301, 0.994, 6.487)
H (-6.207, 2.547, 13.207)
H (-11.156, -0.051, 13.514)
N (-5.119, 0.883, 14.164)
H (-7.124, 0.426, 13.195)
H (-0.220, 1.752, 12.832)

Calculated values
- calculated total energy (eV) = -228588.1231
- net charge = -3
- gap between HOMO and LUMO (eV) = 4.95

Density functional theory data (ωB97M-V/def2-TZVPD) for 14 unconnected molecules or ions with the total composition H29O14 at a distorted geometry.

Positions of all 43 atoms, in Å:
H (1.530, 2.548, -1.023)
H (-0.873, -1.819, 0.176)
O (-2.844, -1.252, 3.026)
H (1.689, -0.310, -2.224)
H (2.516, -1.459, -2.468)
O (2.580, 2.933, -2.223)
H (1.822, 2.681, -2.759)
H (-3.728, -0.876, 2.960)
H (0.982, 3.046, 0.379)
H (-1.373, -4.844, 0.036)
H (0.585, -3.350, -0.609)
H (0.248, 1.893, -0.434)
H (1.436, -1.502, 3.920)
H (3.212, 2.203, -2.149)
H (-2.119, -1.464, 1.179)
H (-1.568, -2.671, -3.742)
H (3.798, 2.044, 1.630)
H (0.172, 1.762, 1.595)
H (-1.924, -3.351, -0.067)
O (-3.438, 3.019, -0.807)
H (-0.511, -2.637, -2.713)
O (-0.959, 1.037, -1.237)
H (4.510, 2.716, 0.398)
O (-1.671, -1.266, 0.346)
O (0.670, 2.835, -0.527)
H (-1.604, 0.798, -0.559)
O (0.685, 0.167, 0.785)
H (0.862, -0.610, 0.252)
O (0.521, -1.645, 3.658)
O (3.718, 2.276, 0.705)
H (0.456, -2.596, 3.774)
H (0.078, 0.048, 1.513)
H (-1.435, 0.997, -2.066)
O (0.615, -2.419, -0.336)
O (2.571, -0.630, -1.965)
O (-0.919, -2.060, -3.370)
O (-1.524, -4.088, -0.534)
H (-2.843, -1.755, 3.847)
H (-0.734, 2.328, 2.721)
O (-0.476, 2.440, 1.801)
H (-3.525, 3.980, -0.911)
H (-2.504, 3.013, -1.051)
H (1.316, -2.157, -0.928)

Calculated values
- calculated total energy (eV) = -29129.2609
- energy relative to the best compared isomer or geometry (same formula, charge and spin) (eV) = 3.359
- net charge = +1
- gap between HOMO and LUMO (eV) = 10.93

Density functional theory data (ωB97M-V/def2-TZVPD) for 4 unconnected molecules or ions with the total composition C24H39IN4O12PS at a distorted geometry.

Positions of all 82 atoms, in Å:
O (-7.336, 2.022, -3.831)
O (0.848, 4.409, 2.095)
N (2.679, -0.314, -1.129)
H (3.876, -4.671, 3.438)
C (1.503, 1.684, -1.522)
O (0.206, -3.434, 0.484)
C (-1.289, -0.738, 0.255)
C (1.638, 5.904, 4.198)
H (-8.298, 2.125, -6.406)
H (6.910, -6.435, 6.677)
H (7.212, -7.878, 5.650)
O (2.164, -3.590, -1.216)
H (3.949, -1.793, -2.136)
C (-6.784, 5.440, -3.412)
C (1.282, 3.032, -3.406)
H (6.507, -8.056, 7.266)
H (-1.917, 0.182, 0.602)
N (5.142, -0.126, -1.558)
O (-8.590, 3.814, -4.473)
C (-3.747, 1.248, -1.698)
N (2.710, 0.938, -1.595)
H (-4.842, 0.859, -1.705)
C (-2.198, -1.658, -0.718)
H (0.260, 4.279, 4.609)
H (0.955, 6.481, 3.568)
H (2.458, -5.672, 3.142)
S (0.714, 3.010, -4.968)
H (4.314, -1.580, -0.245)
H (-1.039, -1.332, 1.207)
P (1.643, -2.697, -0.041)
H (-7.768, 5.774, -3.075)
H (5.058, 0.229, -2.522)
C (-8.069, 1.144, -5.981)
C (-7.629, 3.334, -3.917)
C (3.547, -5.696, 3.239)
H (2.228, 6.621, 4.774)
H (1.589, 4.402, 5.750)
H (-6.604, 5.750, -4.445)
H (3.850, -5.635, 1.100)
O (-6.649, 4.024, -3.300)
I (-3.487, -2.424, -3.438)
C (2.558, 2.927, 0.724)
C (-8.263, 1.137, -4.475)
H (0.249, 5.572, 5.819)
H (-2.092, -2.755, -0.379)
O (3.842, -6.548, 4.353)
H (3.430, 2.541, 0.194)
H (-6.027, 5.901, -2.775)
H (-0.122, -4.036, -0.233)
C (-2.526, 1.750, -1.559)
C (0.058, -0.172, -0.384)
O (2.565, 5.162, 3.392)
C (6.541, -7.419, 6.381)
H (-7.029, 0.923, -6.236)
H (-9.291, 1.385, -4.198)
C (1.449, -0.856, -0.582)
H (-0.905, -2.320, -2.505)
O (5.221, -7.340, 5.845)
H (2.017, 2.083, 1.163)
H (-0.891, 3.297, -1.509)
C (0.889, 4.991, 5.151)
C (0.077, 1.346, -0.942)
H (-1.513, -0.559, -2.668)
H (3.832, -7.275, 1.793)
O (2.734, -2.805, 1.312)
C (5.095, -6.455, 4.838)
C (4.150, -6.242, 1.958)
H (-1.337, 2.730, 0.192)
N (1.603, 3.076, -2.114)
O (3.016, 3.795, 1.754)
C (-1.182, 2.345, -0.900)
H (2.354, -2.201, 2.002)
H (-3.313, -1.381, -0.634)
H (5.242, -6.250, 2.004)
H (-8.058, 0.134, -4.091)
C (-1.794, -1.605, -2.281)
H (5.206, 0.627, -0.855)
C (2.025, 4.460, 2.382)
O (5.967, -5.723, 4.425)
H (1.928, 3.458, 0.009)
C (4.011, -1.078, -1.231)
H (-8.717, 0.405, -6.457)

Calculated values
- calculated total energy (eV) = -84261.3187
- energy relative to the best compared isomer or geometry (same formula, charge and spin) (eV) = 7.768
- net charge = +1
- gap between HOMO and LUMO (eV) = 6.49

What did the first record say?
Density functional theory data (ωB97M-V/def2-TZVPD) for C24H26FN3O in the gas phase.

Positions of all 55 atoms, in Å:
H (3.316, -0.001, -0.953)
C (1.518, 2.012, -0.925)
H (2.664, 3.558, 2.908)
H (4.140, 3.166, 2.011)
O (0.399, -3.458, 1.793)
C (1.823, -2.002, 0.559)
H (5.089, -3.136, 0.592)
C (-5.792, 1.635, -1.536)
C (3.134, 2.828, 2.255)
C (4.507, -1.180, 1.290)
H (-1.906, 0.670, -1.416)
C (-5.345, -1.092, -1.732)
C (3.487, 0.593, -0.039)
H (4.547, -1.495, 2.338)
C (-0.736, -1.916, 0.427)
C (-0.737, -0.748, -0.334)
N (3.443, -0.202, 1.179)
H (-5.968, 2.697, -1.452)
H (4.341, -2.128, -0.647)
C (4.292, -2.415, 0.406)
C (0.487, -2.551, 0.991)
C (2.492, 1.705, 0.002)
H (4.497, 1.015, -0.102)
N (0.855, 3.093, -0.462)
C (-3.148, -0.849, -0.582)
H (-1.974, -3.439, 1.285)
C (2.333, 2.678, 1.014)
H (-5.170, -2.153, -1.819)
C (-6.503, -0.540, -2.247)
C (-1.922, -0.229, -0.817)
H (1.774, -1.663, -0.479)
H (0.180, -0.225, -0.547)
H (-7.639, 1.250, -2.549)
C (2.165, -0.794, 1.475)
C (-0.251, 3.773, -1.068)
C (-3.125, -2.015, 0.183)
C (-6.731, 0.822, -2.150)
F (-4.282, -2.648, 0.470)
H (3.215, 1.869, 2.762)
H (2.193, -1.151, 2.509)
H (2.746, -3.884, 0.037)
N (1.340, 3.496, 0.710)
H (-0.023, 4.031, -2.103)
H (-3.909, 1.722, -0.529)
H (1.395, -0.024, 1.401)
C (-4.394, -0.281, -1.118)
H (5.454, -0.694, 1.044)
H (-0.432, 4.682, -0.497)
H (1.274, 1.566, -1.869)
H (2.920, -3.425, 1.731)
C (-1.956, -2.541, 0.686)
C (-4.629, 1.089, -1.027)
H (-1.151, 3.153, -1.045)
H (-7.232, -1.178, -2.725)
C (2.935, -3.043, 0.709)

Calculated values
- calculated total energy (eV) = -34545.4834
- SMILES string = Cc1nn(C)cc1CN1CCC[C@@H](C(=O)c2ccc(-c3ccccc3)c(F)c2)C1
- net charge = 0
- gap between HOMO and LUMO (eV) = 8.35